Below is 7 unconnected molecules or ions with the total composition C24H66N7O9, with properties calculated with ωB97M-V/def2-TZVPD.

```
106
Properties=species:S:1:pos:R:3:lowdin_charge:R:1
C -5.21027 -1.72221 2.35715 -0.022
C -6.26904 -0.64257 2.55404 -0.578
O -6.34686 0.35188 1.92216 0.067
N -6.88638 -0.86091 3.79160 -0.023
H -0.65840 -8.45408 -6.98156 0.172
H -6.80423 -1.80358 4.21125 0.127
C -8.16943 -0.21516 4.36317 -0.035
H -4.55589 -1.56364 1.52191 0.064
H -5.80401 -2.61995 2.17433 0.081
H -4.55332 -1.89598 3.19205 0.075
H -7.92124 -0.41393 5.45725 0.095
H -9.05848 -0.89831 4.30812 0.086
H -8.19574 0.77780 3.96379 0.063
C -10.92804 0.30803 -3.88014 0.047
C -9.69416 1.04414 -4.02433 -0.317
O -8.76191 0.97555 -4.71811 0.218
N -9.55542 2.23862 -2.78951 0.056
H -10.17223 2.98151 -3.16212 0.169
H -10.02560 2.09721 -1.91422 0.147
C -8.13504 2.78182 -2.72152 -0.006
H -11.46948 0.81622 -3.06206 0.111
H -10.71117 -0.73505 -3.86342 0.115
H -11.48361 0.50928 -4.80142 0.133
H -8.07622 3.55670 -3.55725 0.132
H -7.47932 1.88739 -2.92911 0.108
H -7.82619 3.18273 -1.77988 0.086
C -3.79175 -6.71648 -6.05761 0.041
C -3.93258 -5.98426 -4.79607 -0.447
O -4.77113 -5.22019 -4.53892 0.208
N -2.93627 -6.25401 -3.71609 0.054
H -2.62701 -7.22816 -3.78491 0.079
H -2.12891 -5.77526 -4.12556 0.175
C -3.31514 -5.95695 -2.37545 -0.001
H -3.70912 -7.79315 -5.72152 0.120
H -2.79477 -6.37520 -6.41369 0.104
H -4.64345 -6.59305 -6.80429 0.151
H -2.83711 -6.73233 -1.67912 0.149
H -4.37323 -5.93820 -2.14316 0.115
H -2.92617 -5.00990 -2.09606 0.095
C 3.79237 1.95296 -4.27484 -0.023
N 3.85769 1.36803 -5.64916 -0.337
C 4.62390 0.07765 -5.51229 0.030
C 2.39294 1.09966 -6.00345 0.033
C 4.44973 2.28102 -6.66874 -0.101
C 4.13629 2.06892 -8.13748 -0.200
O 4.16975 0.67332 -8.47068 -0.073
H 4.70236 2.33983 -3.80395 0.121
H 3.28448 1.36283 -3.52546 0.108
H 3.33984 2.94145 -4.38599 0.110
H 4.56540 -0.42367 -6.47690 0.104
H 4.17155 -0.49033 -4.69520 0.115
H 5.62712 0.30730 -5.30054 0.095
H 1.81442 0.76758 -5.15834 0.101
H 2.30452 0.45526 -6.82265 0.084
H 1.97169 2.09862 -6.32437 0.139
H 5.51689 2.08286 -6.59673 0.139
H 4.23736 3.30812 -6.31518 0.155
H 4.89864 2.54576 -8.76479 0.145
H 3.19799 2.57545 -8.34994 0.120
H 4.45807 0.43469 -9.38000 0.134
C -2.59273 6.32001 9.46321 0.051
N -1.90521 5.24798 8.58740 -0.347
C -2.09072 5.57535 7.17031 -0.040
C -0.41902 5.11086 8.82078 0.030
C -2.71749 3.94644 8.86229 -0.106
C -2.37860 3.23166 10.12429 -0.237
O -1.35524 2.34852 9.70810 -0.059
H -1.97169 7.23259 9.47670 0.120
H -2.63483 5.96113 10.46448 0.088
H -3.58228 6.54694 8.93466 0.140
H -1.59844 6.48611 6.88869 0.107
H -3.16791 5.61941 6.97860 0.114
H -1.67530 4.87437 6.43024 0.122
H 0.00519 4.21332 8.27583 0.136
H -0.25466 5.01979 9.87314 0.103
H 0.02256 5.94499 8.29969 0.102
H -2.42871 3.29623 8.03617 0.137
H -3.78943 4.18593 8.82008 0.146
H -3.30736 2.64932 10.47777 0.172
H -2.12832 3.99818 10.78209 0.088
H -1.08405 1.79482 10.48053 0.133
C 9.98176 -1.15764 -0.07596 0.018
N 10.12674 -1.39594 1.41524 -0.351
C 9.00609 -2.38486 1.85691 0.022
C 11.42375 -2.06289 1.69546 0.022
C 9.90771 -0.07860 2.18760 -0.104
C 10.62449 1.14221 1.75161 -0.256
O 10.25280 1.57090 0.48043 -0.045
H 10.83464 -0.61204 -0.39756 0.095
H 8.97123 -0.65706 -0.21242 0.136
H 10.00376 -2.15177 -0.52240 0.108
H 8.04737 -1.93390 1.61802 0.096
H 9.18743 -2.52304 2.92413 0.109
H 8.96263 -3.38888 1.39039 0.122
H 12.17362 -1.36156 1.37826 0.105
H 11.50241 -2.86389 0.97815 0.115
H 11.50202 -2.28397 2.73681 0.113
H 10.22495 -0.27668 3.25186 0.165
H 8.82911 0.04299 2.14590 0.130
H 11.73256 0.90866 1.86997 0.153
H 10.37135 1.94637 2.42176 0.137
H 10.24994 2.52876 0.53279 0.109
N -1.19270 -8.11116 -5.22859 -0.452
O -1.77606 -8.46615 -4.23538 0.113
O -0.65702 -7.05887 -5.36319 0.123
O -1.21104 -8.90864 -6.31787 0.201
```

For the gap between HOMO and LUMO, the calculation gives 7.167 eV. The net charge is +5. As for the electronic energy: -54764.6171 eV. The calculation puts the LUMO energy at -8.92 eV. The highest occupied orbital energy is -16.09 eV.